{
  "formula": "C10H17N3O6P2",
  "method": "wB97M-V/def2-TZVPD",
  "elements": ["C", "P", "O", "C", "O", "C", "O", "O", "C", "P", "O", "O", "H", "H", "H", "H", "H", "H", "H", "H", "C", "C", "N", "H", "H", "H", "C", "C", "N", "H", "H", "H", "C", "C", "N", "H", "H", "H"],
  "positions_angstrom": [[4.37889, 0.65275, 1.69087], [3.91787, -0.99332, 2.48377], [3.93723, -2.14592, 1.17958], [2.13500, -1.00978, 3.12597], [1.98310, -2.42416, 3.54494], [0.55310, -2.52698, 3.73736], [-0.05818, -3.37707, 4.39365], [-0.14327, -1.45299, 3.05445], [0.90647, -0.98073, 2.11160], [0.22406, 0.72298, 1.53526], [-0.87362, 1.29412, 2.74525], [-0.80664, 0.29721, 0.19881], [5.46567, 0.53066, 1.31620], [3.74521, 0.80105, 0.75511], [4.38875, 1.54253, 2.39897], [4.07976, -3.00800, 1.63855], [1.99003, -0.43274, 4.11587], [0.84049, -1.81781, 1.31693], [-1.68185, 0.72885, 2.69538], [-0.88248, -0.68579, 0.22838], [4.70552, 4.30884, -0.99955], [3.60213, 3.46645, -0.53080], [2.73533, 2.80459, -0.16260], [5.07135, 4.96773, -0.20876], [5.55221, 3.70837, -1.34006], [4.39960, 4.94261, -1.83503], [-3.51997, 0.10675, -2.65705], [-3.16950, -1.12050, -1.93858], [-2.89370, -2.08477, -1.37301], [-3.85772, -0.10447, -3.67335], [-4.32371, 0.65107, -2.15558], [-2.66780, 0.78608, -2.73304], [-6.89098, -1.60504, -3.79865], [-6.07020, -0.85046, -4.74914], [-5.42518, -0.25688, -5.49702], [-6.49924, -1.52922, -2.78141], [-7.92022, -1.23964, -3.77888], [-6.92750, -2.66639, -4.05436]],
  "atomic_forces_ev_per_a": [[0.103, -0.397, -1.548], [1.467, -0.788, 0.454], [-0.511, 1.002, 1.610], [-0.524, -0.540, -1.492], [-3.393, 0.647, 0.531], [-1.988, -1.312, 1.246], [2.797, 2.996, -2.416], [2.604, -2.753, 1.091], [-2.143, -0.046, 1.188], [-0.554, 1.778, -0.614], [0.525, -2.218, -1.903], [1.348, -1.169, 2.394], [-1.663, -0.064, 0.738], [0.759, 0.329, 1.382], [-0.446, -1.316, -0.828], [-0.097, 0.917, -0.541], [0.183, -0.159, -2.017], [1.217, 1.614, 0.793], [0.612, 0.487, 0.396], [-0.408, 0.809, -0.399], [0.243, 0.188, -0.096], [-0.074, 0.012, -0.007], [0.380, 0.357, -0.263], [-0.181, -0.148, 0.040], [-0.197, -0.106, 0.080], [-0.154, -0.154, 0.104], [-0.021, 0.272, -0.175], [0.055, 0.014, 0.056], [-0.086, 0.372, -0.184], [0.121, -0.149, 0.158], [0.090, -0.191, 0.114], [0.038, -0.225, 0.168], [-0.186, -0.167, 0.201], [0.001, 0.065, -0.221], [-0.353, -0.316, 0.403], [0.126, 0.091, -0.170], [0.166, 0.111, -0.149], [0.143, 0.157, -0.124]],
  "total_energy_ev": -45976.4499,
  "relative_energy_kj_mol": 157.5,
  "e_homo_ha": -0.3162,
  "charge": 0,
  "mol_weight_g_mol": 337.2,
  "smiles": "CP(O)[C@@H]1OC(=O)O[C@H]1P(O)O.CC#N.CC#N.CC#N"
}

***

{
  "formula": "H3IN2",
  "method": "wB97M-V/def2-TZVPD",
  "elements": ["N", "N", "I", "H", "H", "H"],
  "positions_angstrom": [[0.01588, 0.43217, -0.68720], [-0.79693, 0.46616, 0.24309], [3.36576, -0.14774, 0.03420], [1.11165, 0.37148, -0.39044], [-0.32583, 0.10148, -1.53954], [-1.72533, 0.44255, -0.09969]],
  "atomic_forces_ev_per_a": [[0.641, -0.440, 3.408], [2.096, 1.198, 0.351], [-1.123, 0.195, -0.220], [0.324, -0.100, -0.359], [-0.316, -0.190, -2.550], [-1.622, -0.663, -0.630]],
  "total_energy_ev": -11126.7338,
  "relative_energy_kj_mol": 92.4,
  "e_homo_ha": [-0.2840, -0.2840],
  "charge": 0,
  "mol_weight_g_mol": 157.9
}